[1]
{"formula": "C22H33N3O7P2Pd", "method": "wB97M-V/def2-TZVPD", "charge": 0, "e_lumo_ev": [-0.9, -1.9], "total_energy_ha": -2359.29766, "homo_lumo_gap_ev": [5.56, 6.76], "homo_energy_ev": [-6.42, -8.62], "relative_energy_ev": 0.000, "multiplicity": 5, "species": ["Pd", "P", "P", "N", "H", "C", "H", "H", "H", "C", "H", "H", "H", "C", "H", "H", "H", "C", "H", "H", "H", "C", "H", "H", "H", "C", "H", "H", "H", "C", "C", "C", "C", "C", "C", "H", "H", "H", "H", "H", "C", "O", "C", "H", "H", "H", "C", "H", "H", "H", "O", "C", "O", "C", "C", "C", "C", "C", "C", "N", "O", "O", "N", "O", "O", "H", "H", "H"], "xyz": [[0.7905, 1.4236, 0.0817], [-1.2080, 2.6155, 0.0807], [2.2873, -0.3447, -0.7307], [0.6741, 1.5468, -1.8712], [0.5549, 1.5595, 1.6191], [-0.7046, 4.3358, 0.4353], [-1.5811, 4.9499, 0.6777], [-0.1942, 4.7357, -0.4501], [-0.0021, 4.3318, 1.2794], [-2.4506, 2.2336, 1.3552], [-3.1905, 3.0435, 1.4199], [-1.9479, 2.0928, 2.3183], [-2.9396, 1.2890, 1.0842], [-2.2155, 2.7287, -1.4324], [-3.1779, 3.2118, -1.2092], [-2.3964, 1.7128, -1.8052], [-1.6821, 3.3017, -2.2008], [4.0384, 0.1614, -0.9369], [4.6153, -0.6530, -1.3946], [4.4545, 0.4219, 0.0414], [4.0610, 1.0445, -1.5848], [2.3070, -1.8661, 0.2834], [3.1827, -2.4687, 0.0117], [1.3879, -2.4330, 0.0865], [2.3530, -1.5854, 1.3404], [1.9729, -1.0490, -2.3907], [2.6743, -1.8713, -2.5825], [2.0990, -0.2691, -3.1481], [0.9422, -1.4184, -2.4132], [0.3857, 1.7426, -3.1334], [0.6967, 3.0490, -5.1813], [0.9396, 2.8726, -3.8359], [-0.4721, 0.8469, -3.8667], [-0.6976, 1.0411, -5.2187], [-0.1118, 2.1361, -5.8783], [1.1398, 3.9053, -5.6969], [1.5683, 3.5485, -3.2472], [-0.9082, 0.0140, -3.3090], [-1.3307, 0.3376, -5.7613], [-0.2928, 2.2791, -6.9490], [1.7860, 1.3138, 2.4342], [2.6417, 1.0397, 1.4446], [2.0451, 2.6352, 3.1422], [2.2380, 2.4306, 4.2012], [1.1786, 3.3055, 3.0735], [2.9214, 3.1262, 2.7082], [1.4457, 0.1545, 3.3535], [2.3565, -0.4362, 3.5120], [0.6619, -0.4808, 2.9160], [1.0853, 0.5259, 4.3191], [-0.9659, -0.2912, 1.4713], [-1.1314, -1.2234, 0.6200], [-0.9492, -1.1885, -0.6239], [-1.5790, -2.5458, 1.2466], [-1.4644, -3.7344, 0.5049], [-1.7852, -4.9719, 1.1032], [-2.2738, -5.0422, 2.4121], [-2.4063, -3.8515, 3.1417], [-2.0456, -2.6122, 2.5704], [-2.9120, -3.9074, 4.4900], [-3.2293, -5.0124, 4.9604], [-3.0133, -2.8353, 5.1359], [-1.5461, -6.1823, 0.3606], [-1.0541, -6.0928, -0.7843], [-1.8354, -7.2780, 0.8954], [-1.1218, -3.6967, -0.5199], [-2.5368, -5.9986, 2.8576], [-2.1321, -1.7038, 3.1669]]}

[2]
{"formula": "C14H19AsCl2F5O2PdSSe", "method": "wB97M-V/def2-TZVPD", "charge": 1, "e_lumo_ev": [-2.1, -5.3], "total_energy_ha": -7278.01273, "homo_lumo_gap_ev": [9.15, 6.55], "homo_energy_ev": [-11.29, -11.87], "multiplicity": 3, "species": ["Pd", "Cl", "C", "Cl", "H", "H", "O", "S", "C", "C", "C", "C", "H", "H", "H", "H", "H", "H", "H", "H", "C", "As", "C", "C", "O", "H", "H", "H", "H", "H", "H", "H", "H", "H", "F", "C", "C", "F", "C", "F", "C", "Se", "C", "F", "C", "F"], "xyz": [[0.3257, -0.4050, -0.6149], [0.0856, 1.9220, -1.3655], [-1.5147, 2.2480, -0.6494], [-1.9637, 0.9253, 0.4404], [-2.2411, 2.2971, -1.4511], [-1.4537, 3.1704, -0.0853], [0.9720, 0.6948, 1.5220], [0.3756, -0.2630, 2.5329], [1.7552, -0.7745, 3.6140], [2.0230, 0.4285, 4.4999], [0.6492, 0.8018, 5.0473], [-0.2854, 0.8572, 3.8390], [2.5830, -1.0804, 2.9816], [1.4020, -1.6309, 4.1922], [2.4181, 1.2495, 3.8962], [2.7401, 0.2080, 5.2905], [0.6647, 1.7520, 5.5799], [0.3173, 0.0334, 5.7477], [-0.2984, 1.8378, 3.3668], [-1.3044, 0.5480, 4.0670], [3.7796, 0.5133, 0.5828], [3.2460, -1.2484, -0.0248], [3.4336, -1.2016, -1.9505], [4.5391, -2.5233, 0.6454], [1.7353, -1.8194, 0.3850], [4.7389, 0.7421, 0.1178], [3.8800, 0.5341, 1.6644], [3.0290, 1.2385, 0.2829], [4.4880, -1.2147, -2.2253], [2.9704, -0.2976, -2.3397], [2.9435, -2.0840, -2.3587], [5.5532, -2.2230, 0.3871], [4.3159, -3.4898, 0.1972], [4.4473, -2.6060, 1.7269], [1.2560, -4.2269, -6.5019], [0.7084, -3.7264, -5.4157], [0.9035, -2.3906, -5.0949], [1.6602, -1.6205, -5.8655], [0.3213, -1.8766, -3.9559], [0.5026, -0.5832, -3.7073], [-0.4287, -2.6664, -3.0770], [-1.2086, -2.0330, -1.4719], [-0.6084, -4.0054, -3.4366], [-1.3095, -4.7952, -2.6363], [-0.0524, -4.5358, -4.5844], [-0.2287, -5.8112, -4.8906]]}

[3]
{"formula": "C3H8N3O2", "method": "wB97M-V/def2-TZVPD", "charge": -1, "e_lumo_ev": 3.8, "total_energy_ha": -433.94788, "homo_lumo_gap_ev": 8.13, "homo_energy_ev": -4.38, "relative_energy_ev": 0.000, "species": ["O", "C", "O", "C", "H", "H", "H", "N", "C", "N", "N", "H", "H", "H", "H", "H"], "xyz": [[0.1288, 2.4282, -0.0762], [1.1934, 1.8499, 0.2193], [1.4413, 0.6179, 0.1328], [2.3336, 2.7314, 0.7561], [3.2411, 2.1506, 0.8895], [2.5219, 3.5651, 0.0761], [2.0380, 3.1528, 1.7188], [-2.3637, -2.4158, -0.8475], [-1.1589, -1.9166, -0.2924], [-1.0139, -0.5825, -0.4854], [-0.3184, -2.6528, 0.3352], [-2.6705, -3.2608, -0.3915], [-3.1034, -1.7305, -0.8516], [-1.4969, -0.2221, -1.2895], [-0.1226, -0.1026, -0.2408], [-0.6497, -3.6123, 0.3472]]}

[4]
{"formula": "C4H6OS", "method": "wB97M-V/def2-TZVPD", "charge": 0, "e_lumo_ev": 0.8, "total_energy_ha": -629.38742, "homo_lumo_gap_ev": 10.12, "homo_energy_ev": -9.29, "relative_energy_ev": 1.626, "species": ["C", "C", "C", "C", "O", "S", "H", "H", "H", "H", "H", "H"], "xyz": [[2.8614, -0.0073, 0.1713], [1.6742, 0.4250, -0.2015], [-1.2510, 0.4411, 0.1084], [-2.4262, -0.4919, 0.0187], [-1.2507, 1.6403, 0.0734], [0.1587, -0.6682, 0.1048], [3.6984, 0.5133, -0.1761], [3.1766, -0.8474, 0.7308], [1.3982, 1.3531, -0.7509], [-1.9777, -1.5152, 0.4066], [-3.2476, -0.0922, 0.5934], [-2.8144, -0.7505, -1.0790]]}

Number 3 is which compound? C3H8N3O2